Molecular formula: C7H10
Method: DFT, ωB97M-V/def2-TZVPD

## Properties
Multiplicity   1
HOMO-LUMO gap   9.46 eV
Strongest force on any atom   3.1 eV/Å
SMILES   C=C/C=C/CC=C
Electronic energy   -7418.1066 eV
Energy above the lowest of the compared OMol25 structures with the same formula, charge and spin   282.5 kJ/mol

Positions of all 17 atoms, in Å:
C: 0.4693 -2.0591 1.0529
C: -0.1169 -2.7816 2.0044
C: 0.5439 -0.5310 1.2522
C: -0.2841 0.1597 0.2084
C: 0.2306 0.9605 -0.7251
C: -0.5262 1.6503 -1.7547
C: -0.1560 2.7337 -2.4245
H: 0.4630 -2.2010 -0.0250
H: -0.0367 -3.8594 2.0933
H: -0.8412 -2.3754 2.7047
H: 1.5990 -0.3282 1.0551
H: 0.1489 -0.2360 2.2223
H: -1.3587 0.0806 0.3596
H: 1.2482 1.3033 -0.5378
H: -1.5028 1.2154 -1.9600
H: 0.8251 3.1570 -2.2515
H: -0.7054 3.1115 -3.2743



Molecular formula: C35H57Br24F3NO6
Method: DFT, ωB97M-V/def2-TZVPD

## Properties
Multiplicity   1
HOMO-LUMO gap   8.57 eV
Strongest force on any atom   4.8 eV/Å
Electronic energy   -1740156.1699 eV
Total charge   +1

Positions of all 126 atoms, in Å:
C: 1.5341 -1.3815 1.9147
C: 1.0865 0.0826 1.7178
C: 1.6924 0.8481 0.5597
C: 1.0821 2.2890 0.4905
C: -0.4065 2.5409 0.7919
C: -1.3387 2.4413 -0.4522
C: -2.7041 1.7674 -0.1739
C: -3.2285 1.0841 -1.4585
C: -4.0932 -0.1546 -1.0991
C: -3.7389 -1.4183 -1.9051
C: -3.1632 -2.5075 -0.9979
C: -2.3468 -3.4860 -1.8289
C: -1.4640 -4.3890 -0.9559
O: -1.7240 -4.2149 0.4273
C: -0.5890 -4.2538 1.2251
C: 3.2536 1.1662 0.6282
C: 4.1651 0.2349 1.4621
C: 4.4717 -1.1756 0.9370
C: 5.9585 -1.5578 1.1737
O: 6.4369 -2.4033 0.1450
C: 3.6352 1.5685 -0.8353
C: 5.0724 1.8321 -1.2772
C: 6.0924 0.7146 -1.5407
C: 7.4185 1.0632 -0.8179
C: 8.4539 -0.0044 -0.9309
O: 9.2925 -0.0597 -0.1341
O: 8.4026 -0.8911 -1.9162
N: 2.6596 0.8075 -1.7308
C: 3.0922 0.1799 -3.0056
C: 3.7807 -1.1670 -2.9027
O: 3.3948 -2.0872 -2.3198
O: 4.9066 -1.2358 -3.6278
C: 1.7374 0.0994 -0.8090
C: 0.4879 -0.5045 -1.4050
F: 0.1345 0.1138 -2.5300
F: 0.6746 -1.7462 -1.7352
F: -0.5260 -0.4829 -0.6138
H: 2.2436 -1.4682 2.7295
H: 0.6888 -1.9889 2.2123
H: 1.9760 -1.8583 1.0458
H: 0.0147 0.0328 1.6273
H: 1.3332 0.6384 2.6155
H: 1.6267 3.0022 1.0932
H: 1.2064 2.6426 -0.5417
H: -0.4602 3.5924 1.0635
H: -0.8235 2.0215 1.6474
H: -1.5402 3.4429 -0.8214
H: -0.7483 1.9463 -1.2240
H: -2.6010 1.0972 0.6717
H: -3.3975 2.5826 0.0447
H: -3.8604 1.7978 -1.9795
H: -2.4222 0.8519 -2.1472
H: -5.1228 0.1107 -1.3055
H: -4.0304 -0.3533 -0.0338
H: -2.9942 -1.1365 -2.6475
H: -4.6150 -1.7894 -2.4215
H: -4.0132 -3.0327 -0.5691
H: -2.5926 -2.0820 -0.1804
H: -3.0229 -4.1195 -2.3913
H: -1.7058 -2.9237 -2.4980
H: -0.4167 -4.1993 -1.1942
H: -1.6381 -5.4388 -1.1996
H: 0.2546 -3.7106 0.7845
H: -0.8142 -3.7718 2.1693
H: -0.2557 -5.2778 1.4152
H: 3.4627 2.1229 1.0979
H: 5.0838 0.7796 1.6581
H: 3.6949 0.1370 2.4362
H: 4.2871 -1.3356 -0.1227
H: 3.9505 -1.9594 1.4405
H: 6.5902 -0.7028 1.3543
H: 5.9862 -2.1444 2.0941
H: 5.7962 -3.1119 0.0296
H: 3.2360 2.5738 -0.9062
H: 5.0089 2.4322 -2.1821
H: 5.4893 2.5119 -0.5402
H: 6.3560 0.7516 -2.5927
H: 5.7978 -0.3052 -1.3386
H: 7.1683 1.3009 0.2044
H: 7.7822 1.9715 -1.2913
H: 8.8945 -1.6480 -1.5735
H: 2.0338 1.5468 -2.0622
H: 2.2505 0.0759 -3.6802
H: 3.7579 0.8689 -3.5064
H: 5.6140 -1.6172 -3.0888
H: 2.3233 -0.7856 -0.5518
C: -7.3542 -3.6736 -3.5029
Br: -5.8499 -4.2878 -4.5395
Br: -7.3017 -4.3495 -1.7000
Br: -7.4975 -1.7529 -3.5328
H: -8.2453 -4.0681 -3.9683
C: 3.4491 -6.0544 -0.2810
Br: 3.2571 -4.3048 0.5233
Br: 5.3000 -6.5351 -0.4765
Br: 2.4530 -7.3894 0.6833
H: 3.0245 -5.9946 -1.2727
C: -7.1380 1.3746 1.8900
Br: -5.8131 2.6764 1.3623
Br: -7.6132 0.2145 0.4325
Br: -6.5809 0.3844 3.4460
H: -8.0311 1.9199 2.1638
C: -6.3243 6.6748 -0.4118
Br: -5.6765 7.3612 1.2626
Br: -4.9905 5.6113 -1.3206
Br: -7.9782 5.7053 -0.1899
H: -6.5375 7.5237 -1.0445
C: 0.8494 6.3712 2.4858
Br: 2.2518 5.0441 2.5831
Br: 0.0640 6.4495 0.7267
Br: -0.4770 6.0980 3.8497
H: 1.3101 7.3305 2.6712
C: -11.5010 2.2847 1.4046
Br: -10.2255 3.6290 0.8694
Br: -11.9505 1.1117 -0.0535
Br: -10.8804 1.3069 2.9452
H: -12.4058 2.7991 1.6933
C: 7.8576 -9.2074 2.1715
Br: 8.2076 -11.0966 2.0675
Br: 8.7338 -8.2382 0.7513
Br: 5.9693 -8.8322 2.2187
H: 8.2766 -8.8556 3.1024
C: -8.3164 9.0596 4.3675
Br: -6.9976 10.3684 3.8524
Br: -8.7735 7.9008 2.8992
Br: -7.7603 8.0580 5.9162
H: -9.2110 9.5989 4.6409



Molecular formula: C16H48O8S7
Method: DFT, ωB97M-V/def2-TZVPD

## Properties
Multiplicity   1
HOMO-LUMO gap   8.94 eV
Strongest force on any atom   7.0 eV/Å
Electronic energy   -109583.8599 eV

Positions of all 79 atoms, in Å:
C: -3.6869 3.1284 0.3179
C: -4.1116 1.7298 0.1629
O: -2.9749 0.9078 -0.2348
H: -3.1342 3.5569 -0.4679
H: -2.7948 3.4130 0.9909
H: -4.4438 3.9211 0.6635
H: -4.8951 1.9038 -0.5517
H: -4.8707 1.4159 0.9489
H: -3.2495 -0.0086 -0.1343
C: 5.9671 1.1593 1.7750
S: 4.2249 1.2896 1.2872
O: 4.2062 0.2063 0.1893
C: 3.4380 0.5780 2.6658
H: 6.1260 1.6693 2.6776
H: 6.8003 1.4349 1.0787
H: 5.9825 0.1527 2.1632
H: 3.9392 -0.3809 2.7196
H: 2.3888 0.1601 2.5291
H: 3.6862 1.1402 3.5714
C: 0.3192 1.4282 5.1995
S: -0.6818 0.3405 4.1563
O: -2.0361 0.1904 5.0024
C: -1.0732 1.6413 3.0233
H: -0.3050 2.3224 5.5974
H: 1.0695 1.8562 4.5430
H: 0.7050 0.6317 6.0560
H: -1.6373 2.5091 3.2499
H: -1.6014 1.2708 2.1775
H: -0.2504 2.0866 2.5562
C: 1.5280 -4.4024 0.9362
S: 2.4323 -2.9694 1.4983
O: 2.6735 -3.2019 3.0397
C: 4.0035 -3.3262 0.7591
H: 1.5442 -4.5769 -0.2828
H: 0.5148 -4.2474 0.9891
H: 1.9997 -5.3755 1.2731
H: 3.6986 -3.3279 -0.2425
H: 4.1816 -4.4101 0.9845
H: 4.7179 -2.5642 0.8868
C: 1.1054 -1.1970 -1.1447
S: -0.3043 -0.4775 -0.1591
O: 0.1772 -0.6115 1.2424
C: 0.3082 1.1577 -0.5427
H: 2.0260 -1.2093 -0.6972
H: 1.0953 -0.5457 -2.0295
H: 0.9955 -2.2082 -0.9536
H: 1.3158 1.3249 -0.4055
H: -0.4044 1.8948 -0.2257
H: 0.1246 1.3680 -1.5968
C: 0.9908 3.1114 -3.8626
S: 2.6452 2.5261 -4.3190
O: 3.7826 3.0767 -3.3090
C: 2.4503 0.8690 -3.6550
H: 0.2578 2.3281 -4.4384
H: 0.6920 4.1378 -3.9662
H: 0.9300 2.9832 -2.7666
H: 1.7190 0.2471 -4.2121
H: 2.4829 0.7766 -2.6693
H: 3.3740 0.4252 -4.1381
C: -3.6782 -0.3080 -4.4898
S: -2.4326 0.0291 -3.1446
O: -1.1353 -0.1510 -3.9390
C: -2.7239 1.7710 -3.1961
H: -3.6342 -1.4276 -4.7463
H: -3.4246 0.1016 -5.3824
H: -4.7432 0.0121 -4.1891
H: -3.8234 1.7996 -2.9671
H: -2.5093 1.9680 -4.2651
H: -2.1526 2.2841 -2.5201
C: -3.0115 -2.1605 1.9007
S: -3.9570 -2.6350 0.5038
O: -3.5865 -1.5822 -0.5904
C: -2.9188 -3.9890 0.1732
H: -3.1044 -2.7062 2.7625
H: -3.1908 -1.0545 2.2170
H: -1.9393 -2.1340 1.5943
H: -3.0791 -4.4310 -0.7894
H: -3.2669 -4.6394 0.9601
H: -1.8530 -3.9776 0.2012



Molecular formula: C50H68N7NaO3P4
Method: DFT, ωB97M-V/def2-TZVPD

## Properties
Multiplicity   1
HOMO-LUMO gap   3.51 eV
Strongest force on any atom   0.9 eV/Å
Electronic energy   -111101.5440 eV
Energy above the lowest of the compared OMol25 structures with the same formula, charge and spin   56.0 kJ/mol
Total charge   -2

Positions of all 133 atoms, in Å:
Na: 0.2424 0.0680 0.3833
C: 1.9342 -0.8245 5.9474
N: 1.1266 -1.0185 4.7613
C: -0.2174 -1.4952 5.0668
P: 1.1910 0.1556 3.5618
O: 0.2758 -0.2139 2.4866
O: 2.7589 0.0887 3.1380
P: 3.2616 -0.4654 1.6794
O: 2.3631 -0.1404 0.5721
N: 3.5190 -2.0777 1.9172
C: 2.3407 -2.9447 1.8039
C: 4.4236 -2.4616 2.9848
N: 4.7604 0.2432 1.5664
C: 5.0743 0.9203 0.3130
C: 5.4160 0.8352 2.7174
N: 1.0495 1.6493 4.2261
C: -0.1113 2.4717 3.8576
C: 2.1687 2.3911 4.7658
H: 2.0258 -1.7744 6.4816
H: 1.4980 -0.0833 6.6326
H: 2.9379 -0.4976 5.6756
H: -0.1568 -2.5107 5.4673
H: -0.8144 -1.5093 4.1581
H: -0.7156 -0.8545 5.8065
H: 1.7000 -2.6000 0.9941
H: 1.7578 -2.9575 2.7321
H: 2.6735 -3.9590 1.5751
H: 4.0428 -2.1896 3.9795
H: 5.4041 -2.0063 2.8375
H: 4.5454 -3.5457 2.9557
H: 4.4383 0.5390 -0.4825
H: 6.1218 0.7383 0.0529
H: 4.9106 1.9989 0.3983
H: 5.1438 0.3148 3.6328
H: 5.1482 1.8931 2.8324
H: 6.5012 0.7664 2.5932
H: -0.9533 1.8390 3.5752
H: 0.1022 3.1220 3.0032
H: -0.3983 3.0663 4.7290
H: 2.9936 1.7336 5.0318
H: 1.8425 2.9164 5.6686
H: 2.5411 3.1364 4.0499
C: -3.0420 1.5710 -2.8184
N: -2.0639 0.8898 -1.9804
P: -0.4714 0.6086 -2.4606
C: 0.3398 2.2330 -2.7920
C: 1.6575 2.3132 -2.3513
C: 2.4252 3.4465 -2.5842
C: 1.8789 4.5322 -3.2469
C: 0.5616 4.4726 -3.6828
C: -0.1922 3.3298 -3.4729
C: -0.6645 0.0298 -4.1959
C: -1.6012 -0.9834 -4.4238
C: -1.7314 -1.5676 -5.6724
C: -0.9141 -1.1608 -6.7210
C: 0.0308 -0.1684 -6.5038
C: 0.1549 0.4225 -5.2530
P: -2.5464 0.0488 -0.4955
C: -4.3799 0.0784 -0.8237
C: -4.9492 -0.9414 -1.5866
C: -6.3217 -1.0116 -1.7797
C: -7.1523 -0.0649 -1.1924
C: -6.5985 0.9415 -0.4093
C: -5.2252 1.0084 -0.2203
C: -2.3298 1.2261 0.8057
C: -2.0424 2.6962 0.5995
C: -2.7242 3.4811 1.7002
C: -3.1264 2.9227 2.8667
C: -3.0661 1.5181 3.1190
C: -2.6950 0.7161 2.0482
H: -2.5658 1.9371 -3.7268
H: -3.4911 2.4204 -2.2941
H: -3.8533 0.9046 -3.1262
H: 2.0737 1.4819 -1.7906
H: 3.4422 3.4950 -2.2110
H: 2.4574 5.4371 -3.3845
H: 0.1135 5.3316 -4.1684
H: -1.2110 3.3079 -3.8321
H: -2.2227 -1.3150 -3.5993
H: -2.4647 -2.3505 -5.8265
H: -1.0113 -1.6178 -7.6988
H: 0.6765 0.1526 -7.3135
H: 0.8936 1.2001 -5.0990
H: -4.3002 -1.6945 -2.0238
H: -6.7460 -1.8116 -2.3768
H: -8.2265 -0.1214 -1.3297
H: -7.2421 1.6760 0.0628
H: -4.7896 1.7746 0.4159
H: -2.4658 2.9897 -0.3746
H: -2.8262 4.5552 1.5684
H: -3.5390 3.5732 3.6383
H: -3.3952 1.0984 4.0626
H: -2.7590 -0.3698 2.1489
C: 2.1566 3.1425 1.1279
C: 1.3556 4.2453 0.4702
C: 1.9874 5.4409 0.2163
C: 1.3456 6.5092 -0.4123
C: 0.0370 6.2790 -0.8296
C: -0.6502 5.0934 -0.6142
C: -1.9825 4.9556 -1.3214
C: -0.0478 4.0217 0.1604
N: -0.5826 2.8954 0.5899
H: 2.5796 3.4844 2.0876
H: 2.9955 2.8298 0.4989
H: 1.5257 2.2773 1.3122
H: 3.0317 5.5402 0.5138
H: 1.8460 7.4524 -0.5971
H: -0.4743 7.0561 -1.3963
H: -2.1384 5.8293 -1.9588
H: -2.8463 4.8720 -0.6538
H: -1.9995 4.0762 -1.9744
C: 3.8021 -2.9239 -1.6771
N: 2.8128 -1.9859 -2.1437
C: 3.3430 -1.1457 -3.1870
C: 1.5843 -2.6472 -2.5788
C: 0.7880 -3.2849 -1.4594
C: 0.8651 -4.6720 -1.3084
C: 0.1607 -5.3122 -0.2957
C: -0.6592 -4.5426 0.5246
C: -0.7452 -3.1672 0.3214
C: -0.0100 -2.4510 -0.6446
H: 4.6315 -2.3928 -1.2012
H: 4.2131 -3.5454 -2.5013
H: 3.3567 -3.5933 -0.9423
H: 4.2429 -0.6325 -2.8351
H: 2.6063 -0.3922 -3.4697
H: 3.6159 -1.7194 -4.0972
H: 1.8257 -3.3996 -3.3616
H: 0.9654 -1.8795 -3.0455
H: 1.4788 -5.2614 -1.9904
H: 0.2305 -6.3885 -0.1667
H: -1.2352 -5.0210 1.3149
H: -1.4305 -2.6145 0.9676



Molecular formula: C3H11N2
Method: DFT, ωB97M-V/def2-TZVPD

## Properties
Multiplicity   2
HOMO-LUMO gap (alpha / beta)   11.32 / 7.23 eV
Strongest force on any atom   5.7 eV/Å
Electronic energy   -6247.7593 eV
Energy above the lowest of the compared OMol25 structures with the same formula, charge and spin   259.7 kJ/mol
Total charge   +2

Positions of all 16 atoms, in Å:
C: -2.6097 -1.1017 0.4179
N: -1.7884 0.1715 0.2208
H: -2.8815 -1.3029 1.4563
H: -2.1135 -2.0031 -0.1069
H: -3.5726 -0.8779 -0.0762
H: -1.7514 0.8324 1.0034
H: -0.7080 -0.1638 -0.1118
H: -2.1739 0.7161 -0.5555
C: 2.7711 0.9886 -0.5340
C: 1.4811 0.7567 -0.3043
N: 0.8487 -0.5683 -0.0089
H: 3.2124 1.9079 -0.1872
H: 3.5247 0.2359 -0.7228
H: 0.8218 1.4660 0.1104
H: 1.2943 -1.1061 -0.7617
H: 1.0698 -0.7883 0.9908



Molecular formula: C2H5F2N3
Method: DFT, ωB97M-V/def2-TZVPD

## Properties
Multiplicity   1
HOMO-LUMO gap (alpha / beta)   7.60 / 8.36 eV
Strongest force on any atom   4.2 eV/Å
Electronic energy   -12037.6580 eV
Energy above the lowest of the compared OMol25 structures with the same formula, charge and spin   309.5 kJ/mol
Total charge   +2

Positions of all 12 atoms, in Å:
C: 2.0368 -0.4385 -0.0852
C: -1.1261 -0.7738 -0.0585
N: 2.6769 0.2130 0.7567
N: -2.3620 -0.7341 -0.4686
N: -0.2181 0.1385 -0.2761
F: 2.2428 -1.3877 -0.8509
F: -0.7878 -1.7419 0.7443
H: 2.2729 0.9919 1.3089
H: 3.6874 0.0238 0.9652
H: -2.7227 -0.0298 -1.1082
H: -3.0470 -1.3789 -0.0639
H: -0.2736 0.8197 -1.0258



Molecular formula: C28H43AlClF12O9
Method: DFT, ωB97M-V/def2-TZVPD

## Properties
Multiplicity   1
HOMO-LUMO gap   6.96 eV
Strongest force on any atom   9.2 eV/Å
Electronic energy   -99885.5390 eV
Total charge   -1

Positions of all 94 atoms, in Å:
C: 0.2612 -2.8183 -4.3720
C: -1.0380 -2.5646 -5.3411
C: -1.3679 -3.3847 -6.7423
C: -2.0494 -1.5395 -4.9284
C: -1.7556 -0.2011 -4.0285
C: -0.5901 0.7896 -4.6179
C: 0.7767 0.8701 -3.7152
C: 1.6143 2.2028 -4.2792
C: 0.5352 1.0448 -2.1030
C: 1.8080 1.6546 -1.2693
Al: 3.3806 0.2832 -1.1756
C: 2.7374 -1.1488 0.2090
C: 3.1625 -2.6790 -0.2085
O: 3.8461 -2.8319 -1.3537
Cl: 2.6977 -4.0650 0.9508
H: 1.1338 -2.1026 -4.6825
H: -0.0299 -2.5491 -3.2463
H: 0.5406 -3.9733 -4.4571
H: -0.9913 -4.4949 -6.7267
H: -0.9262 -2.7476 -7.6431
H: -2.5509 -3.3380 -6.8889
H: -3.1723 -1.7659 -5.2617
H: -2.7658 0.4347 -4.0373
H: -1.6047 -0.5474 -2.9210
H: -0.2754 0.3643 -5.6868
H: -0.9470 1.8959 -4.8159
H: 1.4874 -0.0519 -3.9330
H: 1.0941 3.2243 -3.9459
H: 2.7149 2.2473 -3.8482
H: 1.5931 2.2169 -5.4651
H: 0.3437 -0.0501 -1.6690
H: -0.4437 1.6570 -1.8325
H: 1.4449 1.7580 -0.1370
H: 2.1517 2.7255 -1.5923
H: 4.7212 0.9257 -0.6250
H: 3.6722 -0.3842 -2.6112
H: 3.2158 -0.9171 1.2540
H: 1.5614 -1.0553 0.3072
C: -0.7580 -4.6009 3.4179
C: -0.3812 -3.1658 3.1021
O: -1.2521 -2.2518 3.7881
C: -0.9566 -2.0107 5.1052
O: -0.0160 -2.5286 5.7013
C: -1.9272 -0.9894 5.6954
F: -3.2270 -1.2472 5.3708
F: -1.6703 0.2759 5.2553
F: -1.8821 -0.9351 7.0567
H: -1.8146 -4.7803 3.1928
H: -0.1480 -5.2986 2.8367
H: -0.6181 -4.8224 4.4801
H: -0.5074 -2.9812 2.0302
H: 0.6680 -2.9593 3.3431
C: -6.4877 -2.5385 0.1143
C: -5.4820 -3.1437 1.0753
O: -4.5714 -4.0076 0.3762
C: -3.5352 -3.3904 -0.2764
O: -3.3633 -2.1745 -0.2911
C: -2.6218 -4.4241 -0.9326
F: -3.3134 -5.3892 -1.6044
F: -1.8484 -5.0782 -0.0191
F: -1.7613 -3.8776 -1.8376
H: -7.0037 -3.3236 -0.4482
H: -7.2297 -1.9429 0.6542
H: -5.9955 -1.8937 -0.6198
H: -6.0052 -3.7624 1.8118
H: -4.9374 -2.3720 1.6318
C: 0.5351 0.8457 8.0063
C: 0.5608 -0.1547 9.1464
O: 1.5046 0.2488 10.1518
C: 1.0726 1.2039 11.0359
O: -0.0445 1.7128 11.0015
C: 2.1523 1.5021 12.0746
F: 3.3891 1.6594 11.5205
F: 2.2724 0.4995 12.9916
F: 1.9097 2.6400 12.7847
H: 1.5415 0.9936 7.6007
H: -0.1238 0.5017 7.2037
H: 0.1832 1.8243 8.3461
H: 0.8923 -1.1287 8.7719
H: -0.4347 -0.2991 9.5821
C: 3.4554 7.4265 -7.2921
C: 3.9341 6.5688 -6.1361
O: 3.1715 6.8469 -4.9506
C: 1.9479 6.2340 -4.8629
O: 1.4925 5.4890 -5.7263
C: 1.2694 6.5762 -3.5377
F: 1.3397 7.9048 -3.2359
F: 1.8368 5.9180 -2.4863
F: -0.0550 6.2544 -3.5178
H: 3.4767 8.4870 -7.0196
H: 4.0843 7.2742 -8.1741
H: 2.4217 7.1887 -7.5601
H: 4.9771 6.8110 -5.9073
H: 3.8979 5.5009 -6.3810



Molecular formula: C2H8NO2P
Method: DFT, ωB97M-V/def2-TZVPD

## Properties
Multiplicity   1
HOMO-LUMO gap   9.33 eV
Strongest force on any atom   3.5 eV/Å
SMILES   CP(O)O.C=N
Electronic energy   -17076.6849 eV
Energy above the lowest of the compared OMol25 structures with the same formula, charge and spin   261.0 kJ/mol

Positions of all 14 atoms, in Å:
C: 0.8691 1.3484 -0.4250
C: -1.5144 -0.8010 2.2304
N: -2.2786 -1.2133 1.3448
O: 0.5076 -1.2010 -1.0950
O: 1.4993 0.2307 -2.8049
P: 0.2185 0.2326 -1.6771
H: 0.4369 0.9023 0.3813
H: 1.9762 1.3595 -0.4312
H: 0.4928 2.2848 -0.3070
H: -0.7424 -0.1138 1.9366
H: -1.5604 -0.8986 3.3413
H: 1.3343 -1.5935 -1.1483
H: -3.1237 -1.7215 1.6097
H: 1.8846 1.1843 -2.9556